Entry from the OMol25 dataset: a 3-piece molecular cluster, C4H10O4 overall at a distorted geometry (ωB97M-V with the def2-TZVPD basis set).

Structure (XYZ):
```
18
Properties=species:S:1:pos:R:3:lowdin_charge:R:1
C 1.5686 0.5046 0.6866 0.121
C 0.4236 0.3823 -0.0205 -0.127
C 0.5437 0.1719 -1.6152 -0.230
O -0.6505 0.0898 -2.1659 0.001
C 2.5562 -0.5937 0.8024 -0.220
O 2.5045 -1.5460 0.1235 0.157
H 1.1247 -0.7335 -1.6907 0.115
H 1.6895 1.3256 1.3883 0.144
H -0.1642 1.2497 0.1485 0.118
H -0.2202 -0.4949 0.3116 0.174
H 1.1066 0.9672 -2.0352 0.122
H 3.4341 -0.4221 1.4148 0.124
H -2.9432 0.7108 2.2747 -0.032
H -2.3401 0.2142 0.8570 0.005
O -2.3833 0.9667 1.5884 -0.139
H -1.3491 -0.3294 -1.5478 0.074
H -2.8595 -1.4724 -0.3222 -0.034
O -2.0414 -0.9907 -0.1983 -0.372
```

Calculated values
Energy relative to the best compared isomer or geometry (same formula, charge and spin)   587.9 kJ/mol
Gap between HOMO and LUMO   5.0 eV
HOMO level   -0.325 hartree

Entry from the OMol25 dataset: one molecule with the formula C4H10O6 at a distorted geometry (ωB97M-V with the def2-TZVPD basis set).

Structure (XYZ):
```
20
Properties=species:S:1:pos:R:3:lowdin_charge:R:1
O -2.5241 -2.0248 2.6055 0.009
O -2.4833 -1.0475 1.6097 -0.063
H -3.2096 -2.6798 2.3421 0.119
C 0.1036 1.4521 -2.1455 -0.029
C -0.4321 0.4445 -1.1816 -0.393
C 0.3131 0.5177 0.1734 -0.380
O 1.6597 0.5184 0.0223 -0.079
C 2.3169 -0.0004 1.1908 -0.047
O -0.1911 -0.5489 0.9842 -0.036
O -1.4450 -1.1533 0.4742 -0.058
O -0.2380 -0.8164 -1.7580 0.008
H 0.0769 2.4576 -1.7475 0.087
H 1.1274 1.1908 -2.3842 0.088
H -0.4746 1.4267 -3.0608 0.085
H -1.4786 0.6379 -0.9275 0.146
H -0.0425 1.4436 0.6743 0.172
H 3.3464 0.3800 1.0513 0.103
H 1.8705 0.3753 2.1110 0.096
H 2.3226 -1.0893 1.1442 0.094
H -0.6180 -1.4842 -1.1778 0.078
```

Calculated values
Energy relative to the best compared isomer or geometry (same formula, charge and spin)   959.7 kJ/mol
SMILES   CO[C@H](OOOO)[C@@H](C)O
Gap between HOMO and LUMO   9.8 eV
HOMO level   -0.362 hartree

Entry from the OMol25 dataset: a 2-piece molecular cluster, C4H10OS overall at a distorted geometry (ωB97M-V with the def2-TZVPD basis set).

Structure (XYZ):
```
16
Properties=species:S:1:pos:R:3:lowdin_charge:R:1
C 0.8434 -0.4575 -0.2281 -0.525
C 1.9008 -0.7667 0.8182 -0.065
C 1.0158 0.2969 -1.2848 -0.040
C -1.4915 0.3314 0.9999 -0.226
O -0.9731 -2.1556 0.8800 -0.552
S -0.8859 -1.0611 -0.0828 0.874
H 2.6908 -1.0575 0.2376 0.039
H 2.0125 0.1713 1.4466 0.111
H 1.4895 -1.6615 1.3684 0.087
H 1.9419 0.7518 -1.6190 0.069
H -1.6791 1.9130 -2.1217 0.048
H 0.1134 0.5688 -1.9466 0.040
H -1.5085 1.1627 0.3364 -0.006
H -2.5225 0.1423 1.3111 0.053
H -0.8965 0.5178 1.8894 0.057
H -2.0510 1.3041 -2.0046 0.036
```

Calculated values
Energy relative to the best compared isomer or geometry (same formula, charge and spin)   286.3 kJ/mol
Gap between HOMO and LUMO   9.9 eV
HOMO level   -0.330 hartree

Entry from the OMol25 dataset: one molecule with the formula C4H10OS at a distorted geometry (ωB97M-V with the def2-TZVPD basis set).

Structure (XYZ):
```
16
Properties=species:S:1:pos:R:3:lowdin_charge:R:1
C -0.4039 -0.9952 -1.7350 -0.080
C -0.0550 1.2242 1.5441 -0.140
C -0.5290 -0.5222 -0.1760 -0.481
C -0.0167 0.8547 0.0639 -0.651
O 0.1900 -1.5010 0.6241 -0.078
S 1.7115 0.7845 -0.5148 0.811
H 0.6880 -0.9452 -1.9920 0.026
H -0.9062 -0.2872 -2.4533 0.089
H -0.7225 -2.0879 -1.5791 0.092
H 0.5123 0.6170 2.2068 0.050
H 0.4887 2.2104 1.5754 0.081
H -1.0292 1.4804 2.1022 0.109
H -1.6472 -0.5829 -0.1236 0.141
H -0.6006 1.5441 -0.4309 0.082
H 0.2325 -2.3544 0.1684 0.083
H 2.0870 0.5607 0.7199 -0.133
```

Calculated values
Energy relative to the best compared isomer or geometry (same formula, charge and spin)   118.9 kJ/mol
SMILES   C[C@@H](O)[C@@H](C)S
Gap between HOMO and LUMO   9.8 eV
HOMO level   -0.329 hartree

Entry from the OMol25 dataset: a 2-piece molecular cluster, C4H10OS overall at a distorted geometry (ωB97M-V with the def2-TZVPD basis set).

Structure (XYZ):
```
16
Properties=species:S:1:pos:R:3:lowdin_charge:R:1
C -2.5233 -2.0304 0.9678 -0.481
S -1.4761 -1.4822 -0.3892 0.700
C 0.1346 -1.4398 0.5351 -0.410
H -2.5547 -3.1684 1.0268 0.040
H -3.4945 -1.7621 0.5593 0.002
H -2.1596 -1.7007 2.0671 0.092
H 0.9545 -1.1592 -0.0989 0.010
H 0.0400 -0.7862 1.4103 0.032
H 0.3677 -2.4503 0.8076 0.019
C 2.9865 1.9381 -0.0482 -0.008
C 1.9652 2.7484 -0.3864 -0.318
O 0.7236 2.2913 -0.6580 -0.072
H 3.7810 2.4058 0.5125 0.036
H 3.0330 0.8299 -0.3295 0.081
H 1.9533 3.8432 -0.5766 0.118
H 0.4178 1.7316 0.1828 0.160
```

Calculated values
Energy relative to the best compared isomer or geometry (same formula, charge and spin)   226.3 kJ/mol
SMILES   C=CO.CSC
Gap between HOMO and LUMO   9.4 eV
HOMO level   -0.316 hartree

Entry from the OMol25 dataset: a 2-piece molecular cluster, C4H10OS overall at a distorted geometry (ωB97M-V with the def2-TZVPD basis set).

Structure (XYZ):
```
16
Properties=species:S:1:pos:R:3:mulliken_spin:R:1
C 0.2831 -0.7278 -1.5240 0.022
C 1.1016 0.4673 -1.5645 -0.023
S -0.0770 1.7622 -2.2656 0.959
H 0.0325 -1.2115 -2.5132 -0.008
H -0.4960 -0.6397 -0.6624 0.003
H 0.9099 -1.4609 -0.9856 0.024
H 1.4395 0.9498 -0.6576 0.003
H 2.0429 0.3771 -2.1868 0.024
H 0.0486 2.5532 -1.2690 -0.013
O 0.8830 0.6036 1.9906 0.013
C -0.3171 0.2902 1.6016 -0.005
C -1.1566 -0.7770 2.2579 0.005
H -0.7304 0.7475 0.6551 -0.002
H -0.5959 -1.1175 3.1453 0.000
H -1.2357 -1.6488 1.4971 0.001
H -2.1323 -0.1679 2.4811 -0.002
```

Calculated values
Energy relative to the best compared isomer or geometry (same formula, charge and spin)   188.4 kJ/mol
Net charge   +1
2S+1   2
Gap between HOMO and LUMO (spin up / spin down)   9.7 / 4.5 eV
⟨S²⟩   0.75
HOMO level (spin up / spin down)   -0.505 / -0.502 hartree

Entry from the OMol25 dataset: a 2-piece molecular cluster, C4H10P2 overall at a distorted geometry (ωB97M-V with the def2-TZVPD basis set).

Structure (XYZ):
```
16
Properties=species:S:1:pos:R:3:lowdin_charge:R:1
C -0.3013 -1.3967 0.3901 -0.688
C -1.0134 1.6993 -0.9382 -0.198
C 0.3736 1.2512 -0.8652 -0.146
C 0.6118 -0.9230 -0.6013 -0.640
P -1.9416 -1.6076 0.1943 0.797
P 2.2508 -1.0280 0.0081 0.761
H 0.1171 -1.2931 1.3727 0.012
H -1.3976 1.3916 0.0802 0.072
H -1.6007 1.2699 -1.7791 0.085
H -1.0638 2.7846 -0.9419 0.074
H 0.9609 1.7590 -0.0397 0.086
H 1.0505 1.1722 -1.8108 0.088
H 0.5828 -1.1205 -1.6528 0.055
H -2.3520 -2.0753 1.5081 -0.145
H 2.9136 -0.1873 -1.0217 -0.073
H 2.8646 -2.1647 -0.4622 -0.140
```

Calculated values
Energy relative to the best compared isomer or geometry (same formula, charge and spin)   229.4 kJ/mol
Gap between HOMO and LUMO   7.9 eV
HOMO level   -0.304 hartree

Entry from the OMol25 dataset: a 2-piece molecular cluster, C4H10S overall at a distorted geometry (ωB97M-V with the def2-TZVPD basis set).

Structure (XYZ):
```
15
Properties=species:S:1:pos:R:3:lowdin_charge:R:1
C -3.4621 -0.2640 -0.4732 -0.088
C -2.8718 -1.4681 -0.3021 -0.073
H -3.0958 0.7096 -0.1503 0.042
H -4.3969 -0.2082 -1.0360 0.037
H -1.7856 -1.3876 -0.2278 0.031
H -3.3710 -2.4237 -0.1793 0.046
C 2.1154 0.7947 -1.0838 -0.431
S 1.8972 -0.6244 0.0673 0.681
C 1.9775 0.3551 1.6258 -0.435
H 1.7942 0.3928 -2.0731 0.035
H 3.1800 0.9128 -1.3268 0.021
H 1.8622 1.7762 -0.7105 0.030
H 1.8370 -0.3237 2.5282 0.049
H 3.0571 0.5796 1.7301 0.028
H 1.2627 1.1788 1.6115 0.028
```

Calculated values
Energy relative to the best compared isomer or geometry (same formula, charge and spin)   213.0 kJ/mol
SMILES   C=C.CSC
Gap between HOMO and LUMO   9.5 eV
HOMO level   -0.312 hartree

Entry from the OMol25 dataset: C4H10S as an isolated structure at a distorted geometry (ωB97M-V with the def2-TZVPD basis set).

Structure (XYZ):
```
15
Properties=species:S:1:pos:R:3:lowdin_charge:R:1
C 0.3828 0.0656 -1.2736 -0.402
C -1.4133 -1.8517 -0.5921 -0.405
C 0.7202 0.7530 2.4793 -0.092
C 0.9429 1.9693 2.9794 -0.089
S -0.4124 -1.3399 -1.7663 0.816
H 1.3381 0.1523 -1.6777 -0.048
H -0.0213 0.6753 -0.3529 0.034
H -2.1560 -2.5294 -0.9247 -0.018
H -1.4057 -1.0953 0.1877 0.004
H 0.8704 0.7583 1.3771 0.015
H 0.3098 -0.0811 3.0407 0.050
H -0.7365 -1.4008 -5.2272 0.031
H 1.6210 2.6147 2.3898 0.058
H 0.5807 2.1636 4.0057 0.052
H -0.6207 -0.8537 -4.6452 -0.006
```

Calculated values
Energy relative to the best compared isomer or geometry (same formula, charge and spin)   515.5 kJ/mol
Gap between HOMO and LUMO (spin up / spin down)   7.8 / 7.8 eV
HOMO level (spin up / spin down)   -0.287 / -0.286 hartree

Entry from the OMol25 dataset: one molecule with the formula C4H10SSi at a distorted geometry (ωB97M-V with the def2-TZVPD basis set).

Structure (XYZ):
```
16
Properties=species:S:1:pos:R:3:lowdin_charge:R:1
C 0.1033 -0.1115 0.6721 -0.320
C 0.6983 0.4750 -0.5328 -0.311
C -0.9485 -1.1167 0.2826 -0.361
C 2.0885 0.9456 -0.1807 -0.140
Si -2.6341 -0.5671 -0.3088 0.259
S -3.9298 0.5072 0.7189 0.144
H 0.8411 -0.4178 1.3464 0.097
H -0.3936 0.7241 1.1227 0.108
H 1.0755 -0.3476 -1.2208 0.127
H 0.0161 1.1565 -1.0043 0.108
H -0.4841 -1.8436 -0.3018 0.052
H -1.1572 -1.5687 1.2176 0.059
H 2.1893 1.3785 0.9207 0.113
H 2.6099 1.7000 -0.7837 0.064
H -2.7990 -0.9410 -1.6935 -0.083
H 2.7245 0.0274 -0.2547 0.083
```

Calculated values
Energy relative to the best compared isomer or geometry (same formula, charge and spin)   105.6 kJ/mol
SMILES   CCCC[SiH]=S
Gap between HOMO and LUMO   8.7 eV
HOMO level   -0.333 hartree

Entry from the OMol25 dataset: C4H10Si as an isolated structure at a distorted geometry (ωB97M-V with the def2-TZVPD basis set).

Structure (XYZ):
```
15
Properties=species:S:1:pos:R:3:lowdin_charge:R:1
C 1.0985 -0.0984 -0.7339 -0.196
C 0.0304 -0.5553 -0.0947 -0.348
C 1.4682 1.3412 -0.5008 -0.140
C -0.1989 -1.9500 0.1038 -0.170
Si -1.7614 0.8358 0.5124 0.729
H 1.9077 -0.7661 -1.0273 0.103
H 0.7093 1.9397 0.0251 0.021
H 2.2839 1.3480 0.2121 0.072
H 1.7140 1.9909 -1.2874 0.043
H -1.0272 -2.2893 -0.3904 0.044
H 0.6722 -2.5170 -0.1022 0.068
H -0.3869 -2.1380 1.1869 0.091
H -2.8188 0.6709 -0.5088 -0.126
H -1.4728 2.2517 0.8056 -0.121
H -2.2182 -0.0639 1.7996 -0.068
```

Calculated values
Energy relative to the best compared isomer or geometry (same formula, charge and spin)   140.1 kJ/mol
Gap between HOMO and LUMO   9.8 eV
HOMO level   -0.329 hartree

Entry from the OMol25 dataset: C4H11AlBN as an isolated structure at a distorted geometry (ωB97M-V with the def2-TZVPD basis set).

Structure (XYZ):
```
18
Properties=species:S:1:pos:R:3:lowdin_charge:R:1
Al -5.8098 -1.4388 0.5197 1.011
B -3.3041 2.0949 0.0349 0.061
H -3.3835 1.9267 1.0977 0.088
H -4.2434 2.3678 -0.4206 0.084
H -2.6052 2.8969 -0.1456 0.092
H -3.0145 1.1381 -0.3713 0.073
C 2.1294 0.6172 0.3982 -0.059
C 2.6081 -0.8300 0.2144 -0.179
C 1.7740 -1.7571 -0.7047 -0.118
C 0.3226 -1.9321 -0.4271 -0.102
N -0.8423 -2.0514 -0.2160 0.198
H 2.5487 1.1652 -0.4457 0.104
H 2.5146 1.0793 1.3071 0.097
H 1.0772 0.8973 0.4484 0.073
H 2.5290 -1.2890 1.1999 0.145
H 3.6763 -0.8559 -0.0007 0.134
H 2.2809 -2.7182 -0.7899 0.141
H 1.7421 -1.3110 -1.6987 0.155
```

Calculated values
Energy relative to the best compared isomer or geometry (same formula, charge and spin)   497.0 kJ/mol
Net charge   +2
Gap between HOMO and LUMO   2.5 eV
HOMO level   -0.635 hartree

Entry from the OMol25 dataset: C4H11AlO4P as an isolated structure at a distorted geometry (ωB97M-V with the def2-TZVPD basis set).

Structure (XYZ):
```
21
Properties=species:S:1:pos:R:3:lowdin_charge:R:1
O 3.3432 1.4292 -0.0719 -0.422
P 1.8749 0.9683 0.0485 0.544
O 1.3906 1.3364 1.6309 -0.196
O 1.0189 1.9172 -1.0968 -0.222
C 1.8395 -0.8531 -0.3407 -0.363
Al 0.1290 -1.8762 0.1665 0.169
C -1.2501 -0.8255 1.2481 -0.253
C -1.6518 0.5882 0.4271 -0.284
C -1.8962 0.3692 -1.2022 -0.068
O -3.0366 0.6404 -0.1108 -0.245
H 1.2513 2.3076 1.6203 0.069
H 1.1023 1.4593 -1.9556 0.062
H 2.7387 -1.2971 0.1958 0.038
H 1.9847 -0.9793 -1.4609 0.032
H 0.6096 -3.0950 1.1175 -0.121
H -0.4621 -2.5674 -1.1518 -0.113
H -0.9182 -0.5009 2.2752 0.031
H -2.2357 -1.3918 1.2428 0.047
H -1.1313 1.5803 0.7580 0.120
H -2.4975 -0.5070 -1.5646 0.091
H -2.2033 1.2972 -1.7752 0.085
```

Calculated values
Energy relative to the best compared isomer or geometry (same formula, charge and spin)   377.5 kJ/mol
Net charge   -1
Gap between HOMO and LUMO   8.3 eV
HOMO level   -0.186 hartree

Entry from the OMol25 dataset: a 2-piece molecular cluster, C4H11B overall at a distorted geometry (ωB97M-V with the def2-TZVPD basis set).

Structure (XYZ):
```
16
Properties=species:S:1:pos:R:3:lowdin_charge:R:1
B -0.0676 3.0816 0.5184 0.117
C -0.6937 -0.3021 -1.3207 -0.080
C 0.1670 -0.5243 1.0972 -0.059
C 0.7259 -2.2650 -0.8259 0.019
C 0.1219 -1.1792 -0.3585 -0.358
H 0.7142 2.2415 0.2237 -0.049
H -1.1185 2.9769 -0.0553 -0.027
H -0.9252 -0.7339 -2.2119 0.033
H -0.3429 0.6814 -1.5316 0.061
H -1.6639 -0.3526 -0.8437 0.075
H 0.3267 -1.2467 1.9323 0.077
H -0.8631 0.0785 1.1071 0.101
H 0.8536 0.2931 1.1631 0.018
H 1.4418 -2.7221 -0.1623 0.051
H 0.3659 4.1745 0.8718 -0.024
H 0.6699 -2.6614 -1.8001 0.044
```

Calculated values
Energy relative to the best compared isomer or geometry (same formula, charge and spin)   321.4 kJ/mol
SMILES   C=C(C)C.B
Gap between HOMO and LUMO   9.0 eV
HOMO level   -0.343 hartree

Entry from the OMol25 dataset: C4H11BClF4NdPd as an isolated structure at a distorted geometry (ωB97M-V with the def2-TZVPD basis set).

Structure (XYZ):
```
23
Properties=species:S:1:pos:R:3:mulliken_spin:R:1
Nd 0.0927 0.8726 -0.0645 3.118
Cl -0.7316 2.3063 -2.0480 0.002
C -1.9869 -0.0631 0.4208 -0.001
H -1.6386 -0.5854 1.3459 -0.010
H -2.3500 -0.8079 -0.3013 -0.002
H -2.8024 0.6444 0.6527 0.001
Pd 0.3962 0.0083 -2.9189 1.116
C 2.3405 0.7535 -2.8808 0.247
C -0.9290 -0.0468 -4.4958 0.182
C 0.5432 -1.2860 -1.2512 0.315
H -1.4560 -1.0098 -4.6307 0.017
H -1.6871 0.7391 -4.2707 -0.003
H -0.3790 0.2386 -5.4202 0.032
H 3.0184 0.0305 -2.3955 -0.026
H 2.6409 0.9639 -3.9201 0.032
H 2.3460 1.6991 -2.3072 -0.020
H -0.3758 -1.9273 -1.0994 0.036
H 1.4813 -1.8315 -1.5192 -0.041
F 1.0145 1.0522 2.0435 0.000
B 0.3848 2.1892 3.1689 0.004
F 0.7699 1.7273 4.4058 0.000
F 0.9715 3.3591 2.7454 0.001
F -0.9874 2.1430 2.8578 0.001
```

Calculated values
Net charge   -2
2S+1   6
Gap between HOMO and LUMO (spin up / spin down)   4.0 / 4.9 eV
⟨S²⟩   8.76
HOMO level (spin up / spin down)   0.046 / 0.011 hartree

Taking the records one at a time from the top gives energy values of -459.1649 -609.5207 -631.7156 -631.7794 -631.7385 -631.4184 -840.9472 -556.5009 -556.3856 -846.0499 -447.7813 -479.9577 -1043.7491 -183.7244 -1732.9050 Ha.